# C5H11NO

An isolated molecule of C5H11NO at a distorted geometry (wB97M-V/def2-TZVPD, the Open Molecules 2025 dataset).

## Properties
Kohn-Sham gap (eV): 8.99
Molecular weight (g/mol): 101.149
Structure (SMILES): C=C(N)CCCO
Energy above the lowest of the compared OMol25 structures with the same formula, charge and spin (eV): 4.384
LUMO level (eV): 0.89
Multiplicity: 1
Calculated total energy (eV): -8897.314
Highest occupied orbital energy (eV): -8.100

```
18
C5H11NO (wB97M-V/def2-TZVPD)
C 1.18891 1.35846 -0.88669
O 1.04832 2.78163 -0.43015
C -0.13124 0.64834 -1.02306
C -0.64126 0.14558 0.33388
C -0.47077 -1.27632 0.65987
C 0.44482 -1.92162 1.56247
N -1.60165 -1.99765 0.15523
H 1.98663 0.86062 -0.22280
H 1.43241 1.55882 -1.95416
H 1.75990 3.23289 -0.89361
H -0.82163 1.05775 -1.82259
H 0.07957 -0.30994 -1.61289
H -0.71121 0.93093 1.18876
H -1.68282 0.06102 -0.09973
H 1.43913 -1.65208 1.83298
H 0.06289 -2.62328 2.36512
H -1.62032 -2.94232 0.57454
H -1.44236 -2.17051 -0.87985
```


# C8F11NO4S3SbSe4W

A structure of composition C8F11NO4S3SbSe4W (wB97M-V/def2-TZVPD, the Open Molecules 2025 dataset).

## Properties
Kohn-Sham gap (spin up / spin down) (eV): 6.44 / 5.48
Net charge: -1
Molecular weight (g/mol): 1100.710
Energy above the lowest of the compared OMol25 structures with the same formula, charge and spin (eV): 1.128
LUMO level (spin up / spin down) (eV): 1.03 / 0.04
Multiplicity: 3
Calculated total energy (eV): -350122.993
Highest occupied orbital energy (spin up / spin down) (eV): -5.412 / -5.443
Expectation value of S²: 2.02

```
33
C8F11NO4S3SbSe4W (wB97M-V/def2-TZVPD)
W 1.14182 -0.53675 0.23071
Se 5.76578 3.34491 0.13412
Sb 4.77659 1.56460 -1.12665
Se 3.30736 -1.78459 0.32610
Se 3.49975 0.36155 1.07752
Se 6.00732 -0.29258 -1.97914
F -4.95906 -2.71158 -2.32348
C -3.68603 -2.70524 -1.93035
C -2.70326 -2.22095 -2.77431
F -3.03588 -1.75674 -3.97966
C -1.38371 -2.23351 -2.36114
F -0.46068 -1.76139 -3.19599
C -1.01677 -2.71789 -1.11375
S 0.67850 -2.73503 -0.61336
C -2.02124 -3.19876 -0.28816
F -1.72943 -3.66377 0.92547
C -3.34584 -3.19837 -0.68342
F -4.29842 -3.67438 0.12288
F 0.87770 -0.63072 2.08912
C -1.57821 1.32932 4.05867
F -0.28269 1.35079 4.15566
F -1.90334 2.55579 3.74851
S -1.18209 1.08092 0.64039
O -0.83646 -0.42027 0.11030
O -2.04419 1.71113 -0.32940
N 0.45805 1.55528 0.48378
S 1.16158 2.04158 -0.94149
O 1.48010 0.38215 -1.35122
O 0.24499 2.54501 -1.92739
C 1.69853 3.99432 1.92828
F 0.58080 4.08592 2.62715
F 2.54052 3.15594 2.49355
F 2.24792 5.18329 1.76670
```


# C3H9N2O

A cluster of 2 separate species, C3H9N2O in total at a distorted geometry (wB97M-V/def2-TZVPD, the Open Molecules 2025 dataset).

## Properties
Kohn-Sham gap (eV): 6.93
Net charge: -1
Molecular weight (g/mol): 89.118
Energy above the lowest of the compared OMol25 structures with the same formula, charge and spin (eV): 2.603
LUMO level (eV): 4.01
Multiplicity: 1
Calculated total energy (eV): -8282.338
Highest occupied orbital energy (eV): -2.920

```
15
C3H9N2O (wB97M-V/def2-TZVPD)
C -1.94754 0.76350 0.02762
C -0.69308 -1.12892 -0.59648
C -0.63829 0.11346 0.36045
N 3.69838 -0.32502 0.62675
N 2.84720 -0.24371 -0.24268
O 2.26120 0.92475 -0.48036
H -2.71393 0.09194 0.20923
H -2.10623 1.55785 0.68072
H -2.01989 1.26326 -1.00626
H -1.45057 -1.86584 -0.25555
H 0.19663 -1.59679 -0.50098
H -0.79710 -0.85040 -1.57113
H 0.11025 0.83960 0.03971
H 3.90616 0.52720 1.22177
H -0.65320 -0.07090 1.48720
```


# C6H8OS

An isolated molecule of C6H8OS at a distorted geometry (wB97M-V/def2-TZVPD, the Open Molecules 2025 dataset).

## Properties
Kohn-Sham gap (eV): 8.01
Molecular weight (g/mol): 128.196
Structure (SMILES): CO/C=C1\C=CSC1
Energy above the lowest of the compared OMol25 structures with the same formula, charge and spin (eV): 3.553
LUMO level (eV): 0.81
Multiplicity: 1
Calculated total energy (eV): -19230.711
Highest occupied orbital energy (eV): -7.208

```
16
C6H8OS (wB97M-V/def2-TZVPD)
C 3.03814 0.74066 0.02978
C 1.41890 -0.88401 -0.06882
C 0.22037 -0.24542 0.18895
C -0.96493 -1.24921 0.09315
C -1.61139 1.39586 -0.05157
C -0.24337 1.18809 0.07285
H 4.05954 1.05415 0.18478
H 2.54431 1.28074 -0.72768
H 2.42859 1.22999 0.82646
H 1.32086 -2.04163 -0.15206
H -0.81418 -1.83540 0.96504
H -0.78628 -1.85154 -0.86993
H -2.27980 2.33483 -0.50291
H 0.46216 1.88135 0.22620
O 2.65094 -0.56191 -0.13918
S -2.45556 -0.20206 -0.02641
```


# C19H26N2O5

An isolated molecule of C19H26N2O5 (wB97M-V/def2-TZVPD, the Open Molecules 2025 dataset).

## Properties
Kohn-Sham gap (eV): 9.24
Molecular weight (g/mol): 362.426
Structure (SMILES): CCCOc1ccccc1[C@H]1NC(=O)NC(C)=C1C(=O)OCCOCC
Energy above the lowest of the compared OMol25 structures with the same formula, charge and spin (eV): 1.501
LUMO level (eV): 0.63
Multiplicity: 1
Calculated total energy (eV): -33343.370
Highest occupied orbital energy (eV): -8.608

```
52
C19H26N2O5 (wB97M-V/def2-TZVPD)
C -3.31826 2.47181 -4.89750
H -2.96863 3.46005 -5.18915
C -2.60254 1.99762 -3.64003
C -1.09276 1.90648 -3.86620
O -0.39488 1.43545 -2.73059
C -0.21704 2.25184 -1.65006
C -0.50547 3.61025 -1.62200
C -0.25123 4.35407 -0.48196
C 0.29083 3.75556 0.63772
C 0.58105 2.40112 0.61386
C 0.33024 1.63799 -0.51093
C 0.64133 0.15043 -0.58364
N 1.68328 -0.10013 -1.56561
C 2.99530 -0.02492 -1.27622
O 3.88779 0.06311 -2.08944
N 3.28734 -0.14780 0.08451
C 2.37668 -0.51510 1.04067
C 1.05571 -0.42782 0.74948
C -0.06117 -0.81260 1.60396
O -1.21890 -0.75947 1.24796
O 0.30603 -1.24500 2.82994
C -0.71946 -1.65549 3.73075
H -1.69887 -1.49106 3.27089
C -0.54732 -3.13236 4.12294
O -1.34479 -4.03951 3.40682
C -1.15506 -4.10026 2.00323
C 0.25084 -4.51274 1.57339
H 0.56146 -5.40624 2.11070
H 0.96823 -3.71675 1.76082
H 0.25051 -4.72406 0.50778
H -1.42535 -3.14669 1.53300
H -1.87673 -4.85494 1.68106
H -0.86320 -3.26428 5.16036
H 0.51885 -3.38832 4.04769
H -0.62284 -1.02602 4.61954
C 2.95894 -0.99071 2.33140
H 2.69986 -2.03361 2.50172
H 2.55723 -0.42029 3.16495
H 4.04260 -0.89627 2.32168
H 4.27382 -0.19793 0.29667
H 1.42382 0.07460 -2.52534
H -0.26742 -0.35963 -0.92677
H 1.00168 1.92918 1.48898
H 0.48784 4.33548 1.52618
H -0.48183 5.40900 -0.47790
H -0.92525 4.10576 -2.48287
H -0.68971 2.87051 -4.20043
H -0.88044 1.16399 -4.64142
H -2.80702 2.68181 -2.81431
H -2.96937 1.01175 -3.34876
H -4.38981 2.52456 -4.72445
H -3.13591 1.78759 -5.72305
```


# C27H29FN2O3SbSe5W

A structure of composition C27H29FN2O3SbSe5W (wB97M-V/def2-TZVPD, the Open Molecules 2025 dataset).

## Properties
Kohn-Sham gap (spin up / spin down) (eV): 5.93 / 5.97
Net charge: -1
Molecular weight (g/mol): 1148.938
Energy above the lowest of the compared OMol25 structures with the same formula, charge and spin (eV): 0.333
LUMO level (spin up / spin down) (eV): 1.44 / 1.32
Multiplicity: 3
Calculated total energy (eV): -375412.170
Highest occupied orbital energy (spin up / spin down) (eV): -4.489 / -4.648
Expectation value of S²: 2.04

```
69
C27H29FN2O3SbSe5W (wB97M-V/def2-TZVPD)
W 0.32492 0.08273 -0.17241
C -1.41435 2.54144 2.93126
C -1.20968 1.07015 2.67906
C 0.07146 0.50679 2.77791
C 1.18653 1.23349 3.48329
C 0.27906 -0.84243 2.41136
C 1.57355 -1.50373 2.81999
C -0.79950 -1.60843 1.92842
C -0.61186 -3.08033 1.66628
C -2.07507 -1.02427 1.82316
C -3.19115 -1.78552 1.15396
C -2.29283 0.27408 2.28713
C -3.69096 0.83185 2.31562
H -1.60487 2.76532 3.98512
H -2.25325 2.91687 2.34866
H -0.53461 3.10321 2.62103
H 1.44135 0.69006 4.39779
H 0.90228 2.24151 3.76672
H 2.09464 1.29876 2.88210
H 1.49789 -1.80819 3.87096
H 2.42699 -0.83784 2.71648
H 1.79432 -2.38176 2.22153
H 0.01524 -3.52516 2.43783
H -0.14571 -3.26381 0.69628
H -1.56531 -3.60196 1.67257
H -3.78175 -2.37182 1.86559
H -2.78649 -2.46531 0.40654
H -3.86665 -1.10222 0.63976
H -4.42289 0.04282 2.48030
H -3.94823 1.32557 1.37455
H -3.80511 1.56035 3.11677
Se 5.12231 1.30781 1.63033
Sb 3.72512 1.09554 -0.30527
Se 2.53997 -1.15676 -0.32414
Se 1.44807 2.23720 0.21932
Se 4.37126 1.76408 -2.51775
C -1.84645 -3.16879 -6.72959
C -0.75742 -2.12242 -6.90020
C -1.13277 -1.11099 -7.97112
C 0.01375 -0.14479 -8.20495
C 0.43135 0.48985 -6.90691
C 1.05827 1.71205 -6.88866
C 1.42908 2.30716 -5.68525
F 2.04605 3.49678 -5.74150
C 1.17196 1.72290 -4.48115
C 0.52018 0.48062 -4.48082
C 0.21394 -0.14381 -3.20533
O 0.52085 0.49431 -2.16130
C -0.40207 -1.41037 -3.24187
C -0.69899 -1.97011 -4.45284
N -0.46300 -1.39887 -5.63792
C 0.16272 -0.14911 -5.67787
C -0.78821 -2.18965 -2.01561
O -1.24363 -3.31329 -2.11973
O -0.62245 -1.55441 -0.90546
H -2.09464 -3.56042 -7.71594
H -2.74762 -2.72966 -6.29837
H -1.54028 -4.01278 -6.11478
H 0.17156 -2.61774 -7.20456
H -2.03003 -0.57141 -7.65332
H -1.37674 -1.65168 -8.88627
H -0.26689 0.63256 -8.91650
H 0.85846 -0.68640 -8.64324
H 1.26661 2.23021 -7.81690
H 1.48468 2.17858 -3.55124
H -1.16268 -2.94391 -4.43915
Se -4.16472 1.56524 -1.78484
C -2.60340 1.22408 -0.96816
N -1.58930 1.00122 -0.43836
```


> energy above the lowest of the compared OMol25 structures with the same formula, charge and spin of number 4 (C6H8OS)?

3.553 eV


> What is the formula in the fifth record?

C19H26N2O5


Please write out number 1 again, unchanged.
# C5H11NO

An isolated molecule of C5H11NO at a distorted geometry (wB97M-V/def2-TZVPD, the Open Molecules 2025 dataset).

## Properties
Kohn-Sham gap (eV): 8.99
Molecular weight (g/mol): 101.149
Structure (SMILES): C=C(N)CCCO
Energy above the lowest of the compared OMol25 structures with the same formula, charge and spin (eV): 4.384
LUMO level (eV): 0.89
Multiplicity: 1
Calculated total energy (eV): -8897.314
Highest occupied orbital energy (eV): -8.100

```
18
C5H11NO (wB97M-V/def2-TZVPD)
C 1.18891 1.35846 -0.88669
O 1.04832 2.78163 -0.43015
C -0.13124 0.64834 -1.02306
C -0.64126 0.14558 0.33388
C -0.47077 -1.27632 0.65987
C 0.44482 -1.92162 1.56247
N -1.60165 -1.99765 0.15523
H 1.98663 0.86062 -0.22280
H 1.43241 1.55882 -1.95416
H 1.75990 3.23289 -0.89361
H -0.82163 1.05775 -1.82259
H 0.07957 -0.30994 -1.61289
H -0.71121 0.93093 1.18876
H -1.68282 0.06102 -0.09973
H 1.43913 -1.65208 1.83298
H 0.06289 -2.62328 2.36512
H -1.62032 -2.94232 0.57454
H -1.44236 -2.17051 -0.87985
```